DFT (the ωB97M-V functional and the def2-TZVPD basis) results for C22H10F5N3O2SZn as an isolated structure in a non-equilibrium geometry.

```
44
Properties=species:S:1:pos:R:3:forces:R:3:nbo_charge:R:1
Zn 0.04924 -0.43124 0.42408 0.53 -0.84 -0.17 1.56
O -4.40396 4.35716 -1.68122 0.25 1.09 -0.22 -0.72
C -4.72466 3.18476 -1.57382 1.20 -0.90 0.65 0.76
O -5.75516 2.55026 -1.72542 -0.97 -0.54 -0.25 -0.72
C -3.50286 2.26026 -1.04742 -0.77 0.44 0.19 -0.01
C -2.27656 2.83906 -0.74842 0.40 -0.40 -0.07 -0.20
C -1.25166 2.01946 -0.28862 -0.95 -0.15 -0.47 0.15
N -1.46256 0.71096 -0.11972 -0.15 0.25 0.03 -0.64
C -2.67276 0.16416 -0.25802 -0.13 0.69 -0.44 0.17
C -3.73326 0.92546 -0.73252 0.44 -0.13 -0.10 -0.20
C -2.72906 -1.24834 0.14078 -0.31 -0.65 0.21 0.18
C -3.75266 -2.11174 -0.23982 0.20 0.20 -0.01 -0.21
C -3.68776 -3.43724 0.14898 0.14 0.08 0.14 -0.13
C -2.63936 -3.85214 0.95758 -0.14 0.03 -0.04 -0.24
C -1.68296 -2.92564 1.32758 -0.02 -0.28 0.09 0.07
N -1.71276 -1.66604 0.91288 -0.07 0.27 -0.07 -0.56
C 0.09544 2.45726 0.07888 0.66 0.51 0.27 0.19
C 0.58164 3.72586 -0.23222 -0.12 -0.27 -0.01 -0.21
C 1.85034 4.08526 0.17498 0.06 -0.30 0.13 -0.13
C 2.59374 3.18006 0.92228 -0.13 0.10 -0.05 -0.24
C 2.04454 1.94266 1.19758 0.30 0.09 0.07 0.07
N 0.83914 1.57756 0.77578 -0.35 -0.26 -0.16 -0.57
H -2.17206 3.90266 -0.90722 -0.03 0.06 0.00 0.26
H -4.73006 0.53766 -0.88772 -0.07 0.00 0.02 0.26
H -4.56026 -1.75224 -0.85532 -0.07 0.05 -0.10 0.24
H -4.44406 -4.13624 -0.17452 -0.07 -0.05 0.00 0.23
H -2.56266 -4.87564 1.28488 0.03 -0.08 0.08 0.23
H -0.85476 -3.19414 1.96898 0.05 -0.08 -0.08 0.22
H -0.02486 4.40356 -0.80672 -0.11 0.08 -0.09 0.24
H 2.25854 5.04756 -0.09342 0.01 0.09 0.03 0.23
H 3.58134 3.42846 1.27168 0.12 -0.04 0.07 0.24
H 2.59264 1.20556 1.76798 0.08 -0.03 0.00 0.21
F 6.74894 -1.68684 0.51648 -0.21 -0.04 -0.16 -0.28
C 5.46394 -1.87514 0.20168 -0.24 -0.08 -0.11 0.26
C 4.66394 -0.79514 -0.16662 -0.02 -0.10 0.01 0.31
F 5.18514 0.43226 -0.26512 0.04 -0.05 0.08 -0.30
C 3.32044 -1.00104 -0.42702 -0.18 -0.45 0.03 0.28
F 2.52984 0.03916 -0.78112 0.61 -0.08 0.06 -0.32
C 2.71774 -2.25414 -0.30242 0.67 0.06 -0.02 -0.27
S 0.99894 -2.45234 -0.44192 -0.68 0.69 0.35 -0.42
C 3.56254 -3.34144 -0.03932 -0.09 0.53 -0.04 0.32
F 3.05914 -4.57714 -0.01022 0.11 0.11 0.12 -0.29
C 4.91324 -3.15664 0.22238 0.03 0.15 -0.01 0.28
F 5.68624 -4.20644 0.51038 -0.06 0.17 0.00 -0.28
```
Forces are in eV/Å.

Properties
- Total energy: -104382.883 eV
- Largest force on an atom: 1.64 eV/A
- Highest occupied orbital energy: -8.150 eV
- Gap between HOMO and LUMO: 6.84 eV

---

DFT (the ωB97M-V functional and the def2-TZVPD basis) results for a 2-piece molecular cluster, C5H8O overall.

```
14
Properties=species:S:1:pos:R:3:forces:R:3:nbo_charge:R:1
C -1.75859 1.17315 0.06344 -0.19 0.35 -0.31 -0.24
O -1.41726 0.30274 1.11538 0.23 -0.22 0.05 -0.73
C 0.09343 -1.94989 -1.81826 0.06 0.05 0.06 -0.41
C 0.77014 -1.08256 -1.10185 0.10 0.09 0.09 -0.02
C 1.42214 -0.24532 -0.39321 -0.04 -0.11 -0.09 -0.05
C 2.08320 0.61149 0.35144 -0.05 -0.07 -0.06 -0.41
H -2.68494 1.67749 0.35012 0.13 -0.05 -0.04 0.18
H -0.99067 1.94201 -0.11461 -0.12 -0.14 0.04 0.16
H -1.94031 0.64650 -0.88558 0.05 0.04 0.17 0.16
H 0.58851 -2.79296 -2.29788 -0.07 0.19 0.09 0.22
H -0.98357 -1.85738 -1.94742 0.19 0.01 0.04 0.22
H 3.15769 0.51551 0.50009 -0.21 0.01 -0.05 0.22
H 1.57514 1.43886 0.84597 0.07 -0.17 -0.10 0.22
H -0.61850 -0.17167 0.84866 -0.15 0.03 0.10 0.47
```
Forces are in eV/Å.

Properties
- Total energy: -7358.803 eV
- SMILES: C=C=C=C.CO
- Largest force on an atom: 0.50 eV/A
- Highest occupied orbital energy: -9.459 eV
- Gap between HOMO and LUMO: 9.49 eV

---

DFT (the ωB97M-V functional and the def2-TZVPD basis) results for a 7-piece molecular cluster, C29H55IO10 overall in a non-equilibrium geometry.

```
95
Properties=species:S:1:pos:R:3:forces:R:3:lowdin_charge:R:1
C 5.55694 -0.43524 0.07688 -0.91 -0.44 0.03 -0.07
C 3.98094 -0.08704 0.28764 2.47 0.52 0.11 -0.22
O 3.25517 -1.22696 -0.24795 -2.13 1.36 1.82 -0.19
C 1.84644 -1.10691 -0.07564 0.12 1.09 -1.87 -0.75
I 1.09692 -2.69367 -1.39841 0.20 -0.25 0.24 1.08
C 1.06463 0.18105 -0.61008 -0.96 0.13 -0.88 -0.14
O -0.26589 -0.08131 -0.01587 0.24 -2.21 1.98 -0.06
C -0.15869 -1.17970 0.92042 -0.75 0.45 -0.53 -0.46
O -1.04780 -1.94281 1.31710 3.79 3.55 -1.31 0.10
O 1.26295 -1.17817 1.24274 -1.20 -1.68 -0.77 -0.01
H 5.76662 -1.45008 0.58791 -0.26 1.69 -0.75 0.09
H 6.24004 0.39793 0.48608 -1.30 -1.38 -0.71 0.07
H 5.70678 -0.57730 -1.04659 0.00 0.26 1.53 0.08
H 3.81680 0.08163 1.40940 -0.21 -0.26 -1.66 0.14
H 3.76046 0.84133 -0.33827 0.05 -1.12 1.03 0.11
H 0.80474 0.23387 -1.72061 1.04 -0.41 1.62 0.10
H 1.44289 1.22486 -0.34154 -0.38 -1.59 0.29 0.14
C -0.49749 -2.77994 5.73496 -0.42 -0.02 0.14 -0.18
C 0.22472 -2.22838 4.52600 0.20 -0.15 -0.37 -0.18
C 0.82912 -0.95158 5.07521 0.01 0.28 0.11 -0.20
O 1.08894 -1.18065 6.46716 -0.18 -0.17 -0.16 -0.14
C 0.43884 -2.39556 6.86374 0.29 -0.02 0.19 -0.21
H -0.68403 -3.85405 5.68345 0.02 0.07 0.02 0.11
H -1.45938 -2.27057 5.85713 0.04 -0.07 0.01 0.11
H 1.01964 -2.91765 4.22253 -0.06 0.07 -0.04 0.12
H -0.42427 -2.05707 3.66648 0.09 -0.04 0.09 0.09
H 0.12687 -0.11407 4.99860 0.00 0.02 -0.10 0.12
H 1.75719 -0.67522 4.56899 -0.01 0.02 0.11 0.11
H 1.21289 -3.15626 7.01352 -0.07 -0.07 0.05 0.12
H -0.08477 -2.24058 7.80990 0.10 0.08 -0.02 0.12
C -4.82799 -0.19122 2.94109 -0.22 -0.42 -0.06 -0.17
C -3.42374 0.33962 2.76083 0.39 0.14 0.32 -0.18
C -3.54896 1.13481 1.47692 0.05 0.00 -0.40 -0.20
O -4.89647 1.62628 1.42277 0.06 -0.20 0.25 -0.16
C -5.66894 0.96340 2.43329 -0.16 0.33 0.03 -0.20
H -5.06408 -0.46987 3.96963 -0.01 0.04 -0.07 0.11
H -4.97678 -1.07021 2.30520 0.00 0.05 0.07 0.12
H -3.17052 1.00776 3.59108 0.01 -0.03 -0.05 0.12
H -2.66255 -0.44040 2.70600 -0.07 0.06 -0.05 0.09
H -3.38788 0.50023 0.59909 0.12 0.00 0.04 0.12
H -2.85013 1.97359 1.43311 -0.12 0.01 -0.05 0.12
H -5.87039 1.68796 3.22993 -0.07 -0.06 0.04 0.12
H -6.62195 0.63542 2.01159 0.05 0.10 -0.07 0.12
C 2.96939 3.09842 -4.31804 0.47 -0.05 -0.12 -0.17
C 1.65966 2.98926 -5.06683 -0.34 0.31 -0.11 -0.17
C 1.10238 1.68205 -4.53904 -0.08 -0.37 -0.11 -0.19
O 1.58491 1.53779 -3.19506 0.18 0.37 -0.38 -0.18
C 2.60901 2.51619 -2.96580 -0.12 0.02 0.34 -0.20
H 3.35523 4.11719 -4.25350 -0.03 -0.08 0.03 0.12
H 3.72747 2.47500 -4.80344 -0.02 0.07 0.06 0.12
H 1.00115 3.81734 -4.78465 0.02 -0.06 -0.06 0.12
H 1.77160 2.99713 -6.15225 -0.02 -0.03 0.08 0.12
H 1.46941 0.82969 -5.12011 -0.06 0.03 -0.05 0.12
H 0.01020 1.66043 -4.54126 0.07 -0.06 0.11 0.12
H 2.19670 3.28321 -2.30067 0.09 0.06 0.01 0.12
H 3.46204 2.04670 -2.46978 -0.08 -0.07 0.00 0.11
C 6.65965 4.72003 1.60404 -0.08 0.09 0.47 -0.18
C 7.88894 4.55046 0.73982 0.20 0.25 -0.34 -0.18
C 7.88107 3.05907 0.46904 0.13 -0.34 0.05 -0.20
O 6.50758 2.64308 0.47332 0.10 0.41 0.11 -0.17
C 5.70528 3.71180 0.99564 -0.26 -0.11 -0.23 -0.20
H 6.26092 5.73586 1.60655 0.00 -0.09 -0.01 0.12
H 6.89058 4.44006 2.63713 -0.05 0.05 -0.06 0.12
H 7.76161 5.10117 -0.19801 0.06 -0.03 0.06 0.12
H 8.81046 4.89247 1.21379 -0.06 -0.05 -0.04 0.12
H 8.40038 2.50847 1.26060 0.09 0.04 -0.03 0.12
H 8.33859 2.80470 -0.48984 -0.11 -0.07 0.05 0.12
H 5.14542 4.14890 0.16144 -0.06 0.06 0.06 0.12
H 4.99338 3.31520 1.72320 0.04 -0.08 -0.08 0.12
C -1.49548 -7.41666 -1.34720 -0.19 -0.05 0.42 -0.18
C -1.98425 -7.58598 -2.76818 0.08 -0.31 -0.35 -0.18
C -2.10355 -6.14828 -3.23406 -0.15 0.34 -0.05 -0.21
O -1.10743 -5.39813 -2.52571 -0.05 -0.31 0.07 -0.18
C -0.58061 -6.21443 -1.46975 0.30 0.16 -0.03 -0.23
H -0.98966 -8.29768 -0.94840 -0.01 0.08 -0.02 0.11
H -2.33888 -7.17911 -0.69042 0.08 -0.03 -0.01 0.12
H -1.22674 -8.10926 -3.36104 -0.08 0.02 0.01 0.12
H -2.92180 -8.13897 -2.84796 0.05 0.06 -0.01 0.11
H -3.08266 -5.72804 -2.98073 -0.04 -0.05 -0.07 0.12
H -1.94681 -6.04192 -4.31006 0.04 0.09 0.08 0.12
H 0.43400 -6.51503 -1.75367 0.02 -0.04 0.10 0.12
H -0.52610 -5.63252 -0.54702 0.00 0.07 -0.12 0.10
C -6.11585 3.20117 -2.70884 0.05 0.42 0.04 -0.18
C -6.20075 1.98093 -1.81931 0.30 -0.34 0.16 -0.18
C -7.69303 1.71859 -1.78584 -0.28 0.06 0.09 -0.21
O -8.22204 2.16983 -3.04072 0.27 0.09 0.07 -0.14
C -7.21475 2.93239 -3.71827 -0.15 -0.16 -0.26 -0.21
H -5.13722 3.34061 -3.17171 -0.07 -0.01 0.01 0.11
H -6.35204 4.09997 -2.12941 0.04 -0.04 -0.06 0.12
H -5.68400 1.13969 -2.29356 -0.03 0.03 0.05 0.12
H -5.77178 2.12896 -0.82684 -0.06 -0.06 -0.06 0.10
H -8.18000 2.29330 -0.99064 0.04 -0.06 0.08 0.12
H -7.93011 0.66116 -1.64636 -0.08 0.07 -0.08 0.12
H -6.84548 2.33029 -4.55585 0.06 0.08 -0.05 0.12
H -7.65379 3.85023 -4.11614 -0.09 -0.10 0.01 0.11
```
Forces are in eV/Å.

Properties
- Total energy: -59535.791 eV
- SMILES: CCO[C@]1(I)COC(=O)O1.C1CCOC1.C1CCOC1.C1CCOC1.C1CCOC1.C1CCOC1.C1CCOC1
- Largest force on an atom: 5.36 eV/A
- Highest occupied orbital energy: -9.161 eV
- Gap between HOMO and LUMO: 9.60 eV

---

DFT (the ωB97M-V functional and the def2-TZVPD basis) results for a 2-piece molecular cluster, C4H14N3O overall in a non-equilibrium geometry.

```
22
Properties=species:S:1:pos:R:3:forces:R:3:nbo_charge:R:1
C -2.21912 -1.99894 0.04591 0.35 -0.34 -0.47 -0.41
N -0.84941 1.00390 -1.51034 0.73 0.47 -0.22 -0.74
C -1.51798 -0.07249 -1.20058 -0.68 -0.42 0.24 0.39
N -1.24159 -0.95427 -0.27466 -0.28 0.55 -0.88 -0.54
H -2.81901 -2.20942 -0.84039 -0.11 0.21 0.10 0.22
H -2.85772 -1.70968 0.87526 0.08 -0.05 0.09 0.23
H -1.68900 -2.92619 0.24035 0.02 0.02 0.35 0.23
H 0.07940 1.28542 -1.17308 -0.21 -0.08 0.07 0.44
H -1.19676 1.63721 -2.21129 -0.26 -0.22 -0.15 0.43
H -2.43807 -0.24206 -1.75101 -0.03 0.10 0.02 0.21
H -0.38306 -0.85360 0.28483 -0.17 -0.21 0.62 0.45
C 1.38140 1.56107 0.68434 0.11 0.62 -0.34 -0.10
O 1.45054 2.27035 -0.57762 -0.19 -0.52 0.44 -0.73
C 1.76463 0.09091 0.51411 -0.25 0.62 -0.25 -0.26
N 0.99660 -0.75577 1.44747 0.99 0.03 0.02 -0.85
H 1.97519 2.12961 1.39857 0.06 -0.31 0.26 0.21
H 0.33420 1.63507 0.98814 0.04 -0.02 0.06 0.19
H 2.36347 2.26844 -0.87652 0.16 0.11 -0.11 0.49
H 1.44960 -0.12473 -0.51351 0.19 -0.42 0.04 0.18
H 2.84714 -0.05012 0.54873 -0.03 -0.03 0.13 0.21
H 1.06774 -0.34709 2.37862 -0.22 -0.09 -0.08 0.38
H 1.50180 -1.63762 1.52268 -0.29 -0.05 0.06 0.39
```
Forces are in eV/Å.

Properties
- Total energy: -10886.942 eV
- Total charge: +1
- Largest force on an atom: 1.08 eV/A
- Highest occupied orbital energy: -14.290 eV
- Gap between HOMO and LUMO: 11.70 eV